No. 1
DFT (ωB97M-V/def2-TZVPD) results for 7 unconnected molecules or ions with the total composition C45H87FN4O13 at a distorted geometry.

Geometry as XYZ:
```
150
Properties=species:S:1:pos:R:3
C -0.697 0.712 0.671
C -0.103 -0.137 -0.407
C -1.126 0.162 -1.505
C 1.264 0.424 -0.763
C 2.084 -0.508 -1.749
C 2.130 -1.906 -1.127
C 0.740 -2.485 -0.809
C 0.087 -2.945 -2.138
C 0.836 -3.783 0.059
N -0.070 -1.542 -0.050
O -1.220 -2.027 0.629
H -0.167 0.553 1.610
H -0.641 1.759 0.375
H -1.720 0.430 0.921
H -0.795 -0.527 -2.283
H -2.150 -0.192 -1.383
H -0.987 1.063 -2.102
H 1.184 1.355 -1.324
H 1.938 0.560 0.082
H 1.648 -0.618 -2.742
H 3.060 -0.038 -1.867
H 2.427 -1.625 -0.117
H 3.039 -2.402 -1.468
H 0.519 -3.928 -2.325
H 0.433 -2.332 -2.971
H -1.001 -2.972 -2.200
H 1.636 -4.500 -0.123
H -0.127 -4.292 0.031
H 1.043 -3.444 1.075
H -1.712 -2.195 -0.178
C 2.835 4.642 -7.585
C 1.437 4.196 -8.080
C 1.364 2.911 -8.919
C 0.653 3.861 -6.772
C -0.098 5.085 -6.083
C -0.843 5.963 -7.039
C -0.010 6.459 -8.305
C -1.154 6.988 -9.195
C 0.948 7.564 -7.899
N 0.737 5.281 -8.895
O 1.540 5.613 -9.964
H 2.804 5.000 -6.555
H 3.424 3.735 -7.720
H 3.414 5.364 -8.160
H 1.874 1.995 -8.620
H 0.334 2.807 -9.259
H 1.926 3.060 -9.840
H -0.220 3.290 -7.085
H 1.222 3.429 -5.948
H -0.667 4.708 -5.233
H 0.675 5.789 -5.773
H -1.265 6.787 -6.464
H -1.830 5.584 -7.306
H -0.836 7.416 -10.146
H -1.781 7.811 -8.854
H -1.796 6.149 -9.463
H 0.425 8.421 -7.475
H 1.524 7.883 -8.767
H 1.658 7.216 -7.148
H 0.890 5.427 -10.645
C 2.818 -1.869 5.883
C 3.843 -1.141 6.899
C 3.162 -0.063 7.857
C 4.401 -2.218 7.832
C 5.764 -2.065 8.340
C 6.737 -1.751 7.187
C 6.288 -0.496 6.373
C 6.560 0.903 7.121
C 7.147 -0.457 5.090
N 4.863 -0.577 6.036
O 4.483 0.244 5.038
H 2.055 -2.269 6.550
H 2.496 -1.261 5.037
H 3.358 -2.686 5.405
H 2.321 -0.589 8.309
H 3.809 0.212 8.690
H 2.755 0.836 7.393
H 3.768 -2.277 8.717
H 4.281 -3.165 7.305
H 5.783 -1.456 9.244
H 6.019 -3.021 8.797
H 7.012 -2.601 6.563
H 7.600 -1.284 7.662
H 6.414 1.770 6.476
H 7.624 0.791 7.328
H 5.887 1.059 7.964
H 8.173 -0.539 5.447
H 7.194 0.519 4.607
H 6.846 -1.223 4.374
H 4.094 -0.325 4.370
C -8.541 0.066 2.615
C -7.655 -0.291 3.830
C -7.018 0.933 4.562
C -8.542 -1.080 4.779
C -7.948 -1.845 5.899
C -7.026 -2.883 5.203
C -6.025 -2.363 4.087
C -4.728 -1.808 4.768
C -5.831 -3.587 3.137
N -6.784 -1.353 3.296
O -5.924 -0.847 2.382
H -8.857 1.101 2.743
H -8.050 0.068 1.642
H -9.427 -0.557 2.498
H -6.544 0.793 5.534
H -6.171 1.261 3.960
H -7.699 1.780 4.636
H -9.197 -0.431 5.360
H -9.084 -1.808 4.175
H -7.449 -1.258 6.669
H -8.756 -2.450 6.312
H -7.698 -3.655 4.830
H -6.401 -3.395 5.935
H -5.090 -1.157 5.564
H -4.133 -1.180 4.105
H -3.890 -2.442 5.058
H -5.276 -4.502 3.344
H -5.406 -3.333 2.166
H -6.869 -3.796 2.883
H -5.691 -0.037 2.842
O 8.368 6.594 -0.712
C 7.892 5.457 -0.529
O 7.042 5.039 0.495
C 6.586 3.739 0.354
C 7.635 3.307 -0.752
F 7.106 2.537 -1.729
O 8.065 4.494 -1.352
H 6.578 3.165 1.280
H 5.588 3.935 -0.038
H 8.525 2.740 -0.478
O -4.560 -2.205 -5.526
C -5.045 -1.058 -5.297
O -6.156 -0.730 -4.705
C -6.383 0.660 -4.838
C -5.339 1.165 -5.761
O -4.507 0.007 -5.752
H -7.326 0.812 -5.365
H -6.299 1.169 -3.878
H -5.024 2.151 -5.420
H -5.848 1.354 -6.706
O -0.774 -10.139 -3.106
C -0.113 -10.102 -2.069
O -0.064 -9.032 -1.316
C 0.905 -9.266 -0.338
C 1.010 -10.752 -0.311
O 0.708 -11.073 -1.664
H 1.873 -8.927 -0.708
H 0.617 -8.905 0.649
H 0.292 -11.159 0.401
H 2.066 -10.976 -0.163
```

Computed properties:
E_HOMO in eV: -7.57
E in a.u.: -3063.3649
SMILES string: CC1(C)CCCC(C)(C)N1O.CC1(C)CCCC(C)(C)N1O.CC1(C)CCCC(C)(C)N1O.CC1(C)CCCC(C)(C)N1O.O=C1OC[C@@H](F)O1.O=C1OCCO1.O=C1OCCO1
Net charge: 0


No. 2
DFT (ωB97M-V/def2-TZVPD) results for 10 unconnected molecules or ions with the total composition C45H88FIN3O17PS10 at a distorted geometry.

Geometry as XYZ:
```
166
Properties=species:S:1:pos:R:3
C -1.748 -2.025 4.141
N -0.538 -2.797 3.841
C 0.253 -2.225 2.761
C -0.556 -1.631 1.593
C -1.280 -2.351 0.771
P -1.440 -4.141 0.833
O -2.659 -4.624 1.449
O -0.139 -4.861 1.453
O -1.457 -4.598 -0.724
C -2.005 -1.621 -0.356
O -3.102 -1.918 -0.716
C -1.192 -0.496 -0.930
C -1.190 -0.246 -2.275
C -2.054 -1.092 -3.210
C -3.355 -0.347 -3.662
C -4.591 -1.243 -3.981
C -5.837 -0.330 -3.819
C -6.164 0.092 -2.348
C -7.710 -0.006 -2.186
C -8.136 0.227 -0.707
S -8.485 -1.377 0.128
C -8.480 -0.912 1.832
N -8.209 -1.621 2.853
N -8.354 -0.749 3.913
C -8.673 0.380 3.485
O -8.805 0.354 2.120
C -0.357 0.767 -2.755
C -0.379 0.987 -4.259
C 0.505 -0.080 -4.976
C 1.693 0.516 -5.726
F 2.524 -0.546 -6.113
C 0.445 1.505 -1.919
C 1.356 2.541 -2.549
O 1.385 3.823 -1.898
C 0.142 4.340 -1.701
C 0.006 5.229 -0.472
O -0.785 4.171 -2.438
C 0.414 1.241 -0.554
I 1.686 2.301 0.781
C -0.386 0.263 -0.070
C -0.442 -0.134 1.390
O -0.420 0.625 2.309
H -2.114 -2.359 5.122
H -1.546 -0.954 4.227
H -2.543 -2.250 3.415
H -0.736 -3.772 3.674
H 0.971 -2.928 2.331
H 0.848 -1.405 3.192
H -0.415 -5.542 2.082
H -0.566 -4.353 -1.058
H -1.461 -1.250 -4.121
H -2.248 -2.094 -2.824
H -3.582 0.441 -2.937
H -3.105 0.125 -4.623
H -4.642 -2.172 -3.401
H -4.538 -1.548 -5.037
H -6.731 -0.826 -4.217
H -5.647 0.549 -4.452
H -5.649 -0.605 -1.673
H -5.868 1.124 -2.129
H -8.159 0.751 -2.842
H -8.105 -0.977 -2.517
H -9.050 0.827 -0.702
H -7.338 0.719 -0.143
H -8.844 1.299 4.020
H -0.153 2.011 -4.562
H -1.403 0.803 -4.593
H -0.112 -0.606 -5.719
H 0.838 -0.865 -4.285
H 1.347 1.001 -6.647
H 2.280 1.200 -5.101
H 2.375 2.137 -2.479
H 1.173 2.716 -3.609
H -0.679 6.057 -0.648
H -0.212 4.655 0.432
H 0.989 5.687 -0.311
C 4.983 3.918 3.819
S 3.274 3.741 4.354
O 2.462 4.719 3.579
C 3.524 4.427 5.994
H 5.056 3.579 2.786
H 5.283 4.964 3.882
H 5.625 3.301 4.450
H 3.919 5.439 5.917
H 4.215 3.793 6.550
H 2.567 4.452 6.509
C -8.039 -5.773 2.551
S -9.358 -5.768 1.347
O -9.667 -4.350 1.039
C -10.634 -6.359 2.473
H -7.143 -5.397 2.075
H -8.304 -5.128 3.390
H -7.866 -6.794 2.896
H -10.724 -5.676 3.318
H -10.375 -7.359 2.821
H -11.578 -6.396 1.932
C 2.582 10.250 -1.036
S 1.544 8.924 -1.669
O 1.550 7.837 -0.658
C 2.659 8.430 -2.992
H 2.090 10.682 -0.166
H 3.554 9.852 -0.745
H 2.701 11.016 -1.803
H 3.626 8.150 -2.573
H 2.776 9.255 -3.695
H 2.221 7.575 -3.504
C 4.680 -2.639 -5.885
S 3.699 -3.971 -6.595
O 3.693 -5.087 -5.612
C 4.877 -4.399 -7.886
H 4.146 -2.242 -5.025
H 5.651 -3.024 -5.569
H 4.809 -1.849 -6.624
H 5.834 -4.667 -7.439
H 4.999 -3.550 -8.560
H 4.482 -5.248 -8.440
C 2.749 -1.520 -1.550
S 1.940 -2.793 -2.535
O 0.930 -3.461 -1.654
C 3.357 -3.893 -2.648
H 2.015 -0.749 -1.334
H 3.114 -1.947 -0.615
H 3.576 -1.085 -2.114
H 3.684 -4.175 -1.646
H 4.163 -3.390 -3.181
H 3.057 -4.782 -3.201
C 5.906 3.876 -3.290
S 5.247 2.553 -4.313
O 4.241 1.824 -3.492
C 6.745 1.559 -4.328
H 5.112 4.601 -3.118
H 6.244 3.472 -2.336
H 6.733 4.358 -3.811
H 7.030 1.305 -3.307
H 7.545 2.116 -4.816
H 6.544 0.648 -4.888
C 2.414 0.126 6.353
S 2.746 1.471 7.498
O 4.226 1.652 7.556
C 2.257 0.580 8.981
H 2.689 0.457 5.352
H 3.007 -0.747 6.626
H 1.351 -0.116 6.376
H 2.860 -0.323 9.086
H 1.200 0.323 8.917
H 2.422 1.230 9.839
C 6.355 4.982 8.933
S 4.648 4.808 9.471
O 3.838 5.789 8.704
C 4.899 5.495 11.116
H 6.422 4.643 7.901
H 6.657 6.028 8.996
H 6.998 4.365 9.561
H 5.295 6.508 11.038
H 5.590 4.861 11.672
H 3.938 5.518 11.626
C 0.592 -8.166 -1.974
S -0.991 -8.927 -2.369
O -0.776 -9.818 -3.538
C -1.764 -7.422 -2.973
H 1.261 -8.943 -1.608
H 1.017 -7.711 -2.870
H 0.449 -7.413 -1.198
H -1.184 -7.014 -3.802
H -1.826 -6.695 -2.162
H -2.767 -7.665 -3.318
```

Computed properties:
E_HOMO in eV: -8.29
E in a.u.: -7931.3607
Net charge: 0


No. 3
DFT (ωB97M-V/def2-TZVPD) results for 12 unconnected molecules or ions with the total composition C45H93N3O21 at a distorted geometry.

Geometry as XYZ:
```
162
Properties=species:S:1:pos:R:3
C -0.580 19.695 1.773
C -0.702 18.887 0.501
O -1.596 19.606 -0.370
C -2.917 19.307 -0.220
C -3.887 19.908 -1.295
O -3.222 18.541 0.680
H -1.343 20.451 1.957
H 0.422 20.067 1.987
H -0.629 18.831 2.436
H 0.302 18.747 0.102
H -0.936 17.849 0.735
H -4.148 19.115 -1.995
H -3.459 20.851 -1.637
H -4.857 20.221 -0.909
C 3.485 14.476 6.206
C 4.212 13.902 7.382
O 5.353 14.680 7.744
C 5.390 15.446 8.878
C 6.684 16.248 9.027
O 4.593 15.436 9.754
H 3.822 13.995 5.287
H 3.802 15.519 6.198
H 2.403 14.411 6.323
H 3.578 13.772 8.259
H 4.523 12.858 7.353
H 6.727 16.837 9.944
H 6.729 16.928 8.176
H 7.521 15.558 9.136
C 11.390 28.392 14.842
C 10.390 27.377 14.545
O 9.273 28.004 13.950
C 8.047 27.193 13.816
C 6.931 27.999 13.148
O 7.846 26.032 14.167
H 12.107 27.872 15.477
H 11.007 29.281 15.344
H 11.809 28.825 13.934
H 10.929 26.728 13.855
H 10.123 26.846 15.458
H 5.961 27.580 13.418
H 7.044 27.823 12.078
H 6.874 29.085 13.223
C 9.142 18.807 4.769
C 9.871 17.620 4.247
O 9.042 16.457 4.527
C 9.393 15.299 3.984
C 8.377 14.236 4.254
O 10.378 15.131 3.257
H 9.616 19.754 4.509
H 8.908 18.711 5.829
H 8.161 18.986 4.327
H 10.064 17.774 3.185
H 10.840 17.433 4.710
H 8.784 13.367 3.737
H 7.352 14.458 3.959
H 8.387 13.860 5.277
C -2.345 26.280 6.050
C -0.803 26.294 5.768
O -0.465 26.696 4.446
C 0.569 27.273 4.149
C 0.781 27.618 2.724
O 1.419 27.661 4.953
H -2.936 27.134 5.719
H -2.667 25.885 7.013
H -2.758 25.459 5.465
H -0.331 26.916 6.528
H -0.471 25.277 5.979
H 1.658 28.265 2.703
H -0.133 27.998 2.268
H 1.161 26.874 2.024
C 3.966 21.252 11.940
C 4.542 22.269 10.974
O 4.310 21.960 9.647
C 3.200 22.272 8.961
C 3.136 21.460 7.680
O 2.288 23.089 9.332
H 4.122 21.560 12.974
H 4.365 20.245 11.819
H 2.896 21.184 11.743
H 4.156 23.241 11.282
H 5.626 22.306 11.076
H 4.125 21.525 7.227
H 2.322 21.919 7.118
H 2.760 20.457 7.881
C 6.776 24.742 1.373
C 6.714 26.322 1.384
O 8.065 26.724 1.622
C 8.395 28.019 1.566
C 9.838 28.197 2.107
O 7.872 28.835 0.840
H 7.663 24.302 0.917
H 5.937 24.251 0.880
H 6.701 24.327 2.378
H 6.307 26.624 0.419
H 6.193 26.798 2.214
H 9.725 28.549 3.132
H 10.357 28.921 1.479
H 10.395 27.260 2.127
C -2.466 14.987 4.970
C -3.042 16.119 5.723
O -2.208 16.281 6.847
C -2.281 17.433 7.594
C -1.692 17.397 8.941
O -2.663 18.456 7.200
H -3.168 14.731 4.177
H -2.121 14.154 5.584
H -1.572 15.384 4.490
H -3.191 17.060 5.193
H -4.043 15.928 6.110
H -1.997 16.449 9.385
H -1.964 18.136 9.696
H -0.611 17.462 8.822
C 5.795 11.860 14.742
C 5.501 12.403 16.092
O 5.249 13.753 16.104
C 6.353 14.653 15.915
C 5.861 16.043 15.859
O 7.555 14.373 15.781
H 5.801 10.776 14.624
H 6.824 12.127 14.502
H 5.232 12.300 13.919
H 4.571 12.046 16.534
H 6.288 12.065 16.766
H 6.638 16.477 15.230
H 5.728 16.361 16.893
H 4.992 16.105 15.205
C -0.500 26.778 12.723
N -1.426 26.688 13.871
C -2.573 25.769 13.568
C -1.245 27.285 15.059
O -0.169 27.714 15.317
H 0.042 27.723 12.712
H -0.909 26.589 11.731
H 0.331 26.072 12.702
H -3.251 25.736 14.421
H -3.129 26.289 12.788
H -2.252 24.770 13.273
H -2.134 27.244 15.707
C 9.398 28.543 8.361
N 9.141 27.258 7.705
C 10.293 26.461 7.543
C 7.908 26.897 7.388
O 7.574 25.823 6.798
H 10.185 29.139 7.896
H 9.605 28.376 9.418
H 8.511 29.173 8.295
H 10.876 27.030 6.818
H 10.777 26.417 8.518
H 10.312 25.415 7.238
H 7.228 27.753 7.519
C 2.509 20.528 19.222
N 2.408 21.849 18.623
C 3.788 22.409 18.347
C 1.267 22.389 18.086
O 0.184 21.973 18.381
H 3.132 20.620 20.112
H 3.030 19.774 18.633
H 1.618 19.964 19.494
H 4.372 22.831 19.166
H 4.404 21.682 17.818
H 3.630 23.171 17.583
H 1.527 23.250 17.450
```

Computed properties:
E_HOMO in eV: -9.09
Relative energy (zero: lowest compared OMol25 entry of this formula, charge and spin) in kJ/mol: 746.6
E in a.u.: -3514.5505
SMILES string: CCOC(C)=O.CCOC(C)=O.CCOC(C)=O.CCOC(C)=O.CCOC(C)=O.CCOC(C)=O.CCOC(C)=O.CCOC(C)=O.CCOC(C)=O.CN(C)C=O.CN(C)C=O.CN(C)C=O
Net charge: 0